Entry 1:
{"formula": "C6H5ClN2O4", "method": "the ωB97M-V functional and the def2-TZVPD basis", "orbital_gap_ev": [6.24, 6.68], "de_lowest_kcal_mol": 36.7, "spin_multiplicity": 3, "lumo_energy_ev": [-0.30, -3.15], "species": ["Cl", "O", "O", "O", "O", "N", "N", "C", "C", "C", "C", "C", "C", "H", "H", "H", "H", "H"], "coordinates": [[1.4279, -2.0562, -2.0791], [0.9972, 2.0188, -1.0865], [-2.5307, 1.7295, -3.1958], [2.2430, 0.5042, -2.0109], [-2.0729, 2.7040, -1.1608], [0.8706, -1.9901, 1.6038], [1.3908, 0.9113, -1.2188], [-0.3284, 0.5530, 0.5538], [-2.3604, 2.2126, -2.1655], [-0.5950, -0.0360, 1.7509], [0.1471, -1.1928, 2.2860], [0.6401, -1.3023, -0.7904], [0.5306, -0.0168, -0.4878], [-0.5001, 1.6201, 0.3143], [-0.0143, -1.9681, -0.2636], [-1.3918, 0.3276, 2.4130], [0.0943, -1.4018, 3.3573], [1.4521, -2.6172, 2.1803]], "atomic_forces_ev_per_a": [[0.2, -0.4, 0.1], [0.7, 3.4, -0.5], [-0.6, -0.4, -0.6], [-0.5, 1.0, 1.4], [-0.4, 0.3, 0.6], [2.3, -0.3, -0.3], [-0.8, -1.7, -1.6], [2.6, 1.9, -6.3], [0.9, 0.2, 0.0], [-0.4, -3.9, 4.7], [-1.4, 1.6, 1.1], [-1.1, -2.7, -0.8], [-0.5, 1.4, 2.3], [0.1, -0.7, 1.0], [-0.1, -0.1, -0.4], [0.4, 0.0, -0.4], [-0.6, 0.5, 0.1], [-0.9, 0.0, -0.3]]}

=====

Entry 2:
{"formula": "C6H5ClO5S", "method": "the ωB97M-V functional and the def2-TZVPD basis", "total_charge": -2, "orbital_gap_ev": 6.78, "de_lowest_kcal_mol": 30.5, "lumo_energy_ev": 5.49, "species": ["Cl", "S", "O", "O", "O", "O", "O", "C", "C", "C", "C", "C", "C", "H", "H", "H", "H", "H"], "coordinates": [[-0.1734, 0.4079, 2.8510], [-0.1095, -1.0352, -1.2405], [0.1307, -2.4939, -1.0326], [-2.4687, -1.6375, 0.6737], [-1.1633, -0.6650, -2.2316], [-2.9108, 0.4915, 0.1371], [1.1614, -0.4144, -1.6331], [1.6954, -0.6390, 1.1507], [0.6246, 2.5423, -1.0170], [-0.4997, 2.1674, -0.8903], [0.2185, -0.2462, 1.2855], [-0.6336, -0.3546, 0.3178], [-2.1744, -0.4600, 0.4552], [-1.3199, 1.5327, -0.8608], [1.9823, -0.6913, 2.2085], [2.2383, 0.1247, 0.4735], [1.4453, 3.0136, -1.4084], [1.9567, -1.6432, 0.7614]], "atomic_forces_ev_per_a": [[-0.4, 0.1, 0.4], [0.6, -1.6, -3.0], [-0.9, 1.5, 0.0], [-0.4, -0.5, 0.8], [0.9, -0.8, 1.7], [0.2, 0.6, 0.5], [0.1, 0.4, 0.5], [0.5, 0.9, 0.3], [-0.7, 0.5, 0.0], [0.6, 0.1, -0.1], [2.5, -0.6, -0.5], [-1.9, -0.8, -0.3], [-0.2, 0.1, -1.3], [-1.8, -0.4, 0.3], [0.9, 0.5, -0.3], [-0.6, -1.1, 1.4], [1.7, 0.6, -0.3], [-0.9, 0.6, -0.3]]}

=====

Entry 3:
{"formula": "C6H5ClS", "method": "the ωB97M-V functional and the def2-TZVPD basis", "smiles": "S=C1C=C[C@@H]2[C@H](Cl)[C@H]12", "orbital_gap_ev": 7.97, "de_lowest_kcal_mol": 14.2, "lumo_energy_ev": -0.72, "species": ["Cl", "S", "C", "C", "C", "C", "C", "C", "H", "H", "H", "H", "H"], "coordinates": [[0.9553, -0.4424, -1.9155], [0.7714, 1.6444, 1.7620], [-0.0257, 0.4337, 1.0208], [-0.7347, -1.7141, 0.4955], [-1.5052, -0.8155, -0.4398], [0.0966, -1.0138, 1.2804], [-1.0167, 0.5846, -0.0847], [-0.6772, -0.0288, -1.4432], [-2.5253, -1.0748, -0.7053], [0.7938, -1.4319, 1.9945], [-1.6476, 1.4444, -0.0531], [-1.2528, 0.3893, -2.3260], [-0.7732, -2.7945, 0.4877]], "atomic_forces_ev_per_a": [[-0.1, 0.0, 0.1], [-0.3, -0.4, -0.3], [0.3, -0.2, 0.1], [0.2, 0.6, -0.2], [0.6, -0.2, 0.2], [-0.2, 0.1, 0.0], [0.1, -0.6, -0.4], [-1.1, 0.6, -0.5], [0.1, 0.2, 0.0], [0.0, 0.1, -0.1], [-0.3, 0.4, -0.2], [0.8, -0.5, 1.3], [-0.2, 0.0, -0.1]]}

=====

Entry 4:
{"formula": "C6H5ErN2O5S", "method": "the ωB97M-V functional and the def2-TZVPD basis", "total_charge": 2, "orbital_gap_ev": [6.28, 6.35], "de_lowest_kcal_mol": 0.0, "spin_multiplicity": 4, "lumo_energy_ev": [-9.74, -9.71], "species": ["Er", "S", "O", "O", "O", "O", "O", "N", "N", "C", "C", "C", "C", "C", "C", "H", "H", "H", "H", "H"], "coordinates": [[-0.3847, -0.3970, -0.4977], [0.7300, -1.5743, 1.6714], [2.6291, -0.8536, -2.4662], [0.2907, -3.3406, -2.5413], [0.2252, 5.4290, -1.5906], [-2.8111, -1.4177, -3.1335], [-0.4110, 0.1078, -4.3405], [0.0730, 0.8850, 2.6208], [-0.1808, -0.9303, 4.0710], [0.0437, -2.5770, -1.7323], [0.1946, -0.4714, 2.8878], [1.7940, -0.6896, -1.7436], [-0.4618, -0.0549, -3.1581], [0.0774, 4.3697, -1.9697], [-2.0378, -1.0287, -2.3898], [-0.0618, -1.8766, 4.2821], [0.1547, 1.9342, -0.1952], [-0.1253, 1.4688, 3.4462], [0.5672, 1.2908, 1.8804], [-0.3055, -0.2736, 4.8988]], "atomic_forces_ev_per_a": [[0.4, 2.1, 0.9], [-0.3, 0.1, -0.6], [-0.1, 0.1, 0.3], [-0.7, 1.9, 2.4], [-0.2, -1.5, -0.5], [2.0, 1.0, 1.5], [-0.5, -1.1, 7.7], [-0.8, -2.7, 2.8], [0.1, 3.0, 0.7], [0.8, -2.9, -2.6], [-0.5, 2.0, -0.2], [1.0, 0.4, -0.1], [2.5, 2.6, -8.7], [0.2, 1.5, 0.5], [-4.7, -2.1, -0.3], [0.1, -1.7, 0.3], [-0.4, -2.2, -0.4], [0.1, -0.1, -0.9], [0.9, 0.7, -1.2], [0.1, -1.2, -1.5]]}

=====

Entry 5:
{"formula": "C6H5FIn", "method": "the ωB97M-V functional and the def2-TZVPD basis", "total_charge": 3, "orbital_gap_ev": 3.63, "de_lowest_kcal_mol": 21.0, "lumo_energy_ev": -18.12, "species": ["In", "F", "C", "C", "C", "C", "C", "C", "H", "H", "H", "H", "H"], "coordinates": [[-14.1483, -7.3948, 22.9238], [-10.1662, -6.0307, 20.4682], [-7.7915, -5.1991, 17.9007], [-9.0314, -5.3490, 18.5666], [-6.6107, -5.2087, 18.6316], [-9.0047, -5.7159, 19.8975], [-7.8035, -5.7428, 20.6582], [-6.5930, -5.4706, 19.9766], [-7.5917, -6.1070, 21.6526], [-7.9051, -4.9152, 16.8649], [-5.6376, -5.0912, 18.1782], [-9.9851, -5.1920, 18.0846], [-5.6498, -5.4375, 20.5018]], "atomic_forces_ev_per_a": [[-0.4, -0.1, 0.2], [3.2, 0.8, -1.1], [-6.8, 0.5, -0.8], [1.9, 0.4, -2.5], [3.3, -0.5, 0.6], [-4.9, -0.7, 0.6], [6.0, -0.2, 0.4], [-2.0, -0.1, 2.9], [-1.1, 0.0, 0.6], [0.7, -0.1, -0.4], [0.2, 0.3, -0.6], [-0.1, -0.1, -0.3], [0.0, -0.2, 0.3]]}

=====

Entry 6:
{"formula": "C6H5IN2", "method": "the ωB97M-V functional and the def2-TZVPD basis", "smiles": "N#CC(I)=C=N.C#CC", "orbital_gap_ev": 8.38, "de_lowest_kcal_mol": 35.5, "lumo_energy_ev": -0.75, "species": ["I", "N", "N", "C", "C", "C", "C", "C", "C", "H", "H", "H", "H", "H"], "coordinates": [[4.3257, 0.1140, 0.4177], [1.9252, -2.9690, 1.1084], [1.5223, -0.1688, -2.3758], [2.6177, -0.9508, -0.2729], [0.0477, 0.5504, 0.9127], [-0.9040, -0.4538, 0.4895], [0.8605, 1.3496, 1.2788], [2.2236, -2.0584, 0.4795], [1.9733, -0.4749, -1.3064], [1.5278, 2.1010, 1.5781], [0.7756, 0.4894, -2.5377], [-1.6684, -0.0031, -0.1440], [-0.4036, -1.2487, -0.0661], [-1.3853, -0.8971, 1.3603]], "atomic_forces_ev_per_a": [[-0.5, -0.2, -0.3], [-0.2, -0.5, 0.4], [0.1, -0.1, -0.3], [1.1, 0.7, 0.4], [0.2, 0.2, 0.2], [-0.2, -0.1, -0.1], [-0.5, -0.1, -0.2], [-0.1, 0.0, -0.1], [0.0, -0.2, -0.4], [0.4, 0.4, 0.2], [-0.1, 0.2, 0.3], [0.0, -0.1, 0.0], [-0.1, 0.0, 0.0], [0.0, -0.1, -0.1]]}

=====

Entry 7:
{"formula": "C6H5N", "method": "the ωB97M-V functional and the def2-TZVPD basis", "orbital_gap_ev": 10.67, "de_lowest_kcal_mol": 130.8, "lumo_energy_ev": 0.84, "species": ["N", "C", "C", "C", "C", "C", "C", "H", "H", "H", "H", "H"], "coordinates": [[0.4702, 0.0770, 1.5888], [0.0434, -2.2117, -1.2022], [1.0810, -0.2884, 0.2957], [-1.9474, 1.0708, -0.9718], [0.5113, -1.3298, -0.5274], [-0.9037, 1.2133, -0.2374], [0.3672, 1.0242, 0.4681], [0.9818, 1.9140, 0.5868], [-0.3823, -2.9902, -1.8060], [-0.4177, -0.4245, 1.6841], [-1.9096, 2.1205, -0.1121], [2.1712, -0.2540, 0.3069]], "atomic_forces_ev_per_a": [[-0.2, -0.2, -0.3], [0.2, 0.3, 0.2], [0.0, 0.2, 0.1], [1.4, 1.0, 1.6], [-0.3, -0.5, -0.3], [-1.6, -0.3, -1.1], [-0.2, 0.3, 0.1], [-0.1, -0.2, -0.1], [0.2, 0.3, 0.2], [0.3, 0.2, 0.0], [0.7, -1.1, -0.4], [-0.3, 0.0, 0.0]]}

=====

Entry 8:
{"formula": "C6H5N3O", "method": "the ωB97M-V functional and the def2-TZVPD basis", "orbital_gap_ev": [6.80, 6.80], "de_lowest_kcal_mol": 59.7, "lumo_energy_ev": [-0.65, -0.65], "species": ["O", "N", "N", "N", "C", "C", "C", "C", "C", "C", "H", "H", "H", "H", "H"], "coordinates": [[1.6550, -2.4094, 2.5062], [-0.2971, -1.0414, 0.9626], [0.1452, -0.1884, 0.0407], [-0.8828, 1.4408, -1.4568], [-2.0886, 0.0651, 0.1552], [-0.9577, 0.5664, -0.5472], [1.4451, -0.0550, -0.1200], [2.2660, -0.8016, 0.7314], [-1.6338, -0.8938, 1.0151], [1.7522, -1.6286, 1.6561], [-2.1984, -1.5163, 1.6818], [1.8240, 0.6010, -0.8832], [0.0319, 1.6099, -1.8573], [3.3393, -0.7192, 0.6963], [-3.0923, 0.3918, -0.0055]], "atomic_forces_ev_per_a": [[0.4, 0.7, -0.7], [1.2, -1.2, 1.0], [0.5, 0.7, -0.7], [-0.2, 0.3, -0.4], [-0.3, -0.4, 0.4], [0.1, 0.3, -0.4], [-0.8, -0.3, 0.4], [0.5, 0.6, -0.7], [-0.1, 0.6, -0.5], [-1.2, -1.3, 1.3], [-0.1, -0.1, 0.2], [0.0, 0.2, 0.0], [0.2, -0.1, 0.2], [0.1, -0.1, 0.0], [-0.2, 0.0, -0.1]]}